1.
Below is one molecule with the formula C6H12 in a non-equilibrium geometry, with properties calculated with ωB97M-V/def2-TZVPD.

The geometry in ORCA input format:
```
! wB97M-V def2-TZVPD RIJCOSX def2/J DEFGRID3
* xyz 0 1
C -1.18 -0.98 1.46
C -0.41 -0.32 0.56
C 0.65 0.66 0.98
C 0.61 1.97 0.20
C -0.69 -0.59 -0.89
C 0.48 -1.38 -1.56
H -0.84 -0.90 2.48
H -2.24 -1.04 1.25
H 1.71 0.40 1.19
H 0.41 0.88 2.03
H 1.10 2.72 0.83
H -0.37 2.41 -0.04
H 1.04 2.00 -0.80
H -0.93 0.35 -1.40
H -1.49 -1.31 -1.07
H 0.87 -2.24 -1.01
H 1.28 -0.69 -1.83
H -0.01 -1.91 -2.37
*
```

Summary:
Molecular weight: 84.2 g/mol
LUMO: 1.0788 eV
Gap between HOMO and LUMO: 9.867 eV
HOMO: -8.79 eV
Structure (SMILES): C=C(CC)CC

***

2.
Below is a 2-piece molecular cluster, C6H12 overall, with properties calculated with ωB97M-V/def2-TZVPD.

The geometry in ORCA input format:
```
! wB97M-V def2-TZVPD RIJCOSX def2/J DEFGRID3
* xyz 0 1
C -1.28 -1.09 0.33
C -0.47 0.09 -0.22
C -1.35 1.20 -0.74
C 0.65 0.49 0.68
C 1.51 -0.40 0.12
C 0.68 -0.52 -1.11
H -1.86 -1.55 -0.47
H -0.62 -1.86 0.75
H -1.97 -0.79 1.13
H -1.95 0.86 -1.59
H -0.74 2.06 -1.05
H -2.03 1.53 0.05
H 0.75 1.40 1.26
H 2.29 -1.05 0.49
H 0.56 -1.48 -1.61
H 0.98 0.25 -1.84
H 2.14 0.44 2.15
H 2.71 0.43 1.66
*
```

Summary:
Molecular weight: 84.2 g/mol
LUMO: 1.0004 eV
Gap between HOMO and LUMO: 9.768 eV
HOMO: -8.77 eV
Structure (SMILES): CC1(C)C=CC1.[H][H]

***

3.
Below is one molecule with the formula C6H12, with properties calculated with ωB97M-V/def2-TZVPD.

The geometry in ORCA input format:
```
! wB97M-V def2-TZVPD RIJCOSX def2/J DEFGRID3
* xyz 0 1
C 1.87 1.06 -0.60
C 1.33 -0.15 0.17
C 0.11 -0.84 -0.45
C -0.93 -1.64 0.31
C -1.30 -0.32 -0.30
C -1.59 0.85 0.60
H 1.96 0.88 -1.68
H 1.24 1.94 -0.46
H 2.87 1.33 -0.23
H 1.11 0.22 1.18
H 2.12 -0.91 0.29
H 0.33 -1.27 -1.42
H -0.90 -1.70 1.40
H -1.32 -2.55 -0.16
H -1.91 -0.36 -1.20
H -2.63 0.86 0.92
H -1.38 1.80 0.09
H -0.97 0.82 1.51
*
```

Summary:
Molecular weight: 84.2 g/mol
LUMO: 1.2319 eV
Gap between HOMO and LUMO: 11.108 eV
HOMO: -9.88 eV
Structure (SMILES): CC[C@H]1C[C@H]1C

***

4.
Below is one molecule with the formula C6H12, with properties calculated with ωB97M-V/def2-TZVPD.

The geometry in ORCA input format:
```
! wB97M-V def2-TZVPD RIJCOSX def2/J DEFGRID3
* xyz 0 1
C 1.95 0.98 -0.58
C 1.30 -0.18 0.18
C 0.09 -0.76 -0.51
C -0.86 -1.61 0.28
C -1.32 -0.28 -0.26
C -1.67 0.89 0.63
H 2.29 0.65 -1.57
H 1.23 1.80 -0.73
H 2.81 1.38 -0.04
H 1.04 0.15 1.19
H 2.04 -0.98 0.31
H 0.29 -1.07 -1.54
H -0.66 -1.67 1.35
H -1.25 -2.53 -0.15
H -1.97 -0.37 -1.13
H -2.63 0.73 1.13
H -1.75 1.81 0.04
H -0.92 1.05 1.41
*
```

Summary:
Molecular weight: 84.2 g/mol
LUMO: 1.2506 eV
Gap between HOMO and LUMO: 11.136 eV
HOMO: -9.89 eV
Structure (SMILES): CC[C@H]1C[C@H]1C

***

5.
Below is one molecule with the formula C6H12 in a non-equilibrium geometry, with properties calculated with ωB97M-V/def2-TZVPD.

The geometry in ORCA input format:
```
! wB97M-V def2-TZVPD RIJCOSX def2/J DEFGRID3
* xyz 0 1
C -1.42 -1.02 -0.18
C -1.42 0.18 0.77
C 0.00 0.72 0.94
C 1.10 -0.24 1.30
C 1.11 0.41 -0.07
C 1.12 -0.40 -1.48
H -2.00 -0.86 -1.09
H -0.40 -1.11 -0.53
H -1.69 -1.97 0.28
H -1.81 -0.09 1.76
H -2.06 0.99 0.40
H 0.01 1.69 1.44
H 0.82 -1.29 1.31
H 1.83 0.01 2.07
H 1.83 1.23 -0.19
H 2.07 -0.94 -1.48
H 1.11 0.35 -2.27
H 0.42 -1.17 -1.88
*
```

Summary:
Molecular weight: 84.2 g/mol
LUMO: 1.2009 eV
Gap between HOMO and LUMO: 11.043 eV
HOMO: -9.84 eV
Structure (SMILES): CC[C@H]1C[C@H]1C

***

6.
Below is one molecule with the formula C6H12 in a non-equilibrium geometry, with properties calculated with ωB97M-V/def2-TZVPD.

The geometry in ORCA input format:
```
! wB97M-V def2-TZVPD RIJCOSX def2/J DEFGRID3
* xyz 0 1
C 1.57 -0.52 0.94
C 1.22 -0.65 -0.50
C -0.49 1.72 -0.19
C -1.34 0.58 0.42
C -1.30 -0.63 -0.46
C -0.02 -1.15 -1.01
H 0.78 -0.89 1.60
H 1.79 0.51 1.24
H 2.48 -1.10 1.17
H 1.98 -0.34 -1.21
H -1.10 2.62 -0.31
H 0.38 1.97 0.42
H -1.03 0.39 1.46
H -2.39 0.88 0.50
H -2.15 -1.31 -0.42
H -0.14 1.44 -1.19
H -0.20 -2.08 -0.40
H -0.03 -1.44 -2.07
*
```

Summary:
Molecular weight: 84.2 g/mol
LUMO (spin up / spin down): 0.9088 / 0.8880 eV
Gap between HOMO and LUMO (spin up / spin down): 8.048 / 8.022 eV
HOMO (spin up / spin down): -7.14 / -7.13 eV

***

7.
Below is one molecule with the formula C6H12 in a non-equilibrium geometry, with properties calculated with ωB97M-V/def2-TZVPD.

The geometry in ORCA input format:
```
! wB97M-V def2-TZVPD RIJCOSX def2/J DEFGRID3
* xyz 0 1
C 2.39 -0.62 0.10
C 0.96 -0.68 -0.33
C 0.06 0.24 -0.28
C 0.28 1.64 0.14
C -1.35 0.03 -0.70
C -2.21 -0.68 0.45
H 2.66 -1.28 0.83
H 3.05 -0.58 -0.64
H 2.77 0.15 0.46
H 0.65 -1.87 -0.58
H -0.43 1.82 1.02
H 0.08 2.40 -0.47
H 1.39 1.77 0.32
H -1.70 0.90 -0.94
H -1.54 -0.52 -1.59
H -1.85 -1.80 0.77
H -2.13 -0.17 1.38
H -3.07 -0.74 0.07
*
```

Summary:
Molecular weight: 84.2 g/mol
LUMO: 1.1027 eV
Gap between HOMO and LUMO: 10.019 eV
HOMO: -8.92 eV
Structure (SMILES): C/C=C(\C)CC

***

8.
Below is one molecule with the formula C6H12 in a non-equilibrium geometry, with properties calculated with ωB97M-V/def2-TZVPD.

The geometry in ORCA input format:
```
! wB97M-V def2-TZVPD RIJCOSX def2/J DEFGRID3
* xyz 0 1
C 0.99 0.86 1.10
C 0.34 0.12 -0.07
C 1.29 0.16 -1.29
C -0.34 -1.29 0.27
C -1.68 -0.63 0.38
C -1.12 0.63 -0.39
H 1.22 1.90 0.85
H 0.34 0.85 1.97
H 1.94 0.38 1.37
H 1.52 1.19 -1.59
H 0.86 -0.34 -2.17
H 2.26 -0.32 -1.07
H -0.26 -1.90 -0.63
H -0.44 -2.06 1.07
H -1.93 -0.31 1.40
H -2.33 -1.53 0.25
H -1.36 1.62 0.02
H -1.31 0.68 -1.47
*
```

Summary:
Molecular weight: 84.2 g/mol
LUMO: 1.0201 eV
Gap between HOMO and LUMO: 10.823 eV
HOMO: -9.80 eV
Structure (SMILES): CC1(C)CCC1

***

Going through the records in order, we get energy relative to the best compared isomer or geometry (same formula, charge and spin) values of 48.4 89.5 24.2 22.8 52.7 97.6 99.4 49.4 kcal per mole.